(1)
79
Properties=species:S:1:pos:R:3:lowdin_charge:R:1 method="wB97M-V/def2-TZVPD" spin_multiplicity=1 e_lumo_ev=-0.284 de_lowest_kcal_mol=0.00 homo_energy_ev=-8.407 gap_ev=8.12
H 1.16 1.27 -3.42 0.12
C 5.20 -0.66 2.37 -0.28
H 6.12 -1.73 3.98 0.08
H 2.58 3.95 -0.73 0.08
C -1.71 0.13 4.11 0.00
H 4.57 -2.08 0.89 0.12
H 1.71 2.77 2.29 0.10
C -1.03 4.17 2.84 -0.03
C 2.42 2.06 0.37 -0.30
H -0.98 -0.95 1.30 0.09
H 2.49 2.77 -4.91 0.11
C -0.13 4.27 -2.46 -0.04
C 5.01 0.65 2.84 -0.01
H -2.50 0.45 6.84 0.08
H -4.46 1.07 1.78 0.12
C -1.21 2.75 3.30 -0.20
C -2.50 1.85 0.13 -0.30
C -4.60 2.12 1.48 -0.01
H -2.91 4.65 -0.07 0.10
H -4.69 5.96 0.96 0.10
H 0.59 6.21 -3.11 0.10
C -2.02 2.49 4.40 -0.01
H -3.97 0.29 5.87 0.08
H -1.90 -0.90 4.40 0.12
H -0.04 4.60 3.11 0.09
H 7.23 -1.13 2.75 0.08
C -3.70 4.12 0.46 -0.04
C -2.28 1.18 4.84 -0.27
H 2.30 5.25 -4.66 0.11
H 6.18 -2.49 2.36 0.07
H -1.83 4.83 3.23 0.09
C -0.02 1.98 1.25 -0.08
H -2.44 3.32 4.97 0.12
C 3.33 1.11 1.14 -0.10
C -4.71 4.87 1.05 -0.08
C 2.64 -0.75 -0.45 -0.04
O -0.40 0.73 -1.59 0.07
H -1.09 4.24 1.75 0.05
C -0.38 -0.79 2.20 -0.03
C 3.49 -0.22 0.69 -0.20
H -6.40 2.35 2.66 0.11
H -1.17 3.61 -0.08 0.08
H 4.06 3.49 0.19 0.08
C 4.03 2.89 2.86 -0.06
C -1.18 2.50 -0.19 -0.03
C -0.91 0.36 2.99 -0.19
H -0.85 4.68 -1.75 0.10
C 0.98 2.36 -3.41 -0.02
O -2.68 0.63 0.17 0.09
C 1.31 2.73 1.25 -0.10
C 0.02 2.88 -2.50 -0.13
C 4.11 1.53 2.22 -0.21
H -3.44 1.89 6.48 0.07
H 5.62 1.05 3.66 0.12
C 1.77 3.20 -4.21 -0.07
H -6.52 4.84 2.27 0.11
C -5.65 2.87 2.03 -0.07
H 1.18 3.79 0.90 0.12
H 2.81 -1.83 -0.63 0.09
H 1.56 -0.63 -0.28 0.06
C 1.64 4.60 -4.08 -0.08
C -3.11 0.93 6.06 -0.06
H -0.51 -1.71 2.78 0.08
C -5.72 4.25 1.81 -0.08
C 6.25 -1.55 2.91 -0.06
C 0.68 5.13 -3.22 -0.08
H 5.02 3.13 3.28 0.08
H 3.32 2.88 3.71 0.09
C 3.21 3.11 -0.40 -0.05
H 1.87 1.51 -0.40 0.09
H 3.74 3.70 2.18 0.07
H 0.11 1.01 0.71 0.10
C -3.64 2.72 0.63 -0.13
H 0.67 -0.68 1.93 0.08
H 3.63 2.69 -1.34 0.09
C -0.59 1.95 -1.46 -0.29
H 2.85 -0.20 -1.39 0.09
C -0.68 1.69 2.54 -0.14
C 4.42 -1.06 1.29 -0.02


(2)
91
Properties=species:S:1:pos:R:3:lowdin_charge:R:1 method="wB97M-V/def2-TZVPD" spin_multiplicity=1 charge=+1 e_lumo_ev=-4.237 homo_energy_ev=-10.923 gap_ev=6.69
H -3.49 0.55 -3.79 0.14
H -4.81 3.41 -2.18 0.10
C 5.73 2.19 5.12 -0.09
C 4.26 0.05 -2.45 -0.71
O -8.90 -2.96 -1.69 0.14
C 7.29 3.47 6.44 0.00
H -4.16 -3.32 -3.27 0.12
N 5.29 0.42 -3.13 0.04
H -4.26 -2.49 -5.47 0.07
H -4.61 1.87 -0.31 0.09
H -0.52 -1.23 3.74 0.08
C -4.62 -3.06 -2.31 -0.09
H 9.58 2.29 2.06 0.12
H 3.78 1.93 5.97 0.12
C -2.38 1.44 -1.46 -0.57
C -4.07 -1.86 -1.63 -0.42
H 0.01 -2.47 0.68 0.10
C 0.03 -1.69 -0.07 -0.19
H -4.55 0.54 0.78 0.07
C -2.20 -1.36 2.37 -0.20
H -6.51 -3.53 -3.26 0.14
C -1.34 -1.60 -0.78 -0.20
H 8.27 3.90 6.57 0.12
C 5.06 3.08 7.25 -0.06
C -4.54 0.79 -0.27 -0.02
H 6.84 -0.06 -0.24 0.10
C -2.46 -0.71 -0.06 -0.48
C 6.15 0.58 1.68 -0.01
O 4.33 0.85 3.79 0.09
C 8.04 2.63 4.23 -0.28
H -1.67 -2.63 -0.86 0.10
C 4.75 2.07 -1.85 -0.14
C -7.93 -2.73 -1.00 -0.49
H -4.24 2.82 -3.73 0.09
C -4.26 2.60 -2.66 -0.13
H -1.90 -0.74 -4.62 0.12
H -1.20 -1.21 -1.79 0.09
S -3.83 -2.01 0.09 1.16
H -4.85 1.69 -2.57 0.06
H 1.24 -0.44 -2.42 0.06
C 6.32 3.63 7.42 -0.05
H -6.48 -1.92 -2.56 0.12
N 5.58 1.68 -2.74 0.04
H 1.75 -2.94 -0.73 0.11
O -6.73 -3.41 -1.17 -0.03
H -3.70 -0.96 -6.23 0.09
N -3.70 -0.68 -2.08 0.04
O 3.88 1.04 -1.64 -0.01
C 8.62 1.81 1.95 0.01
C -3.26 0.28 -1.01 -0.39
H -3.15 -1.81 2.63 0.09
H -2.82 0.55 1.70 0.12
C -2.14 -0.23 1.35 -0.22
Br -1.74 3.92 -2.72 0.79
C 5.41 1.40 3.91 -0.28
H -5.43 0.40 -0.76 0.09
H -2.68 -2.39 -6.22 0.09
C 1.08 -2.19 -1.14 -0.23
C 8.32 1.11 0.80 -0.05
H 6.55 4.19 8.32 0.11
Br -0.53 1.54 -0.95 0.91
C -6.15 -2.95 -2.41 -0.15
H 2.13 -0.27 -0.89 0.06
O 9.13 3.13 4.37 0.12
H -7.73 -0.72 -0.25 0.08
H -7.44 -1.98 0.99 0.09
H 4.71 3.01 -1.32 0.13
H 4.30 3.22 8.01 0.11
H -0.85 -2.87 2.89 0.07
C -3.41 -1.83 -5.63 -0.07
C 7.69 1.89 2.98 -0.08
C -2.84 2.46 -2.19 -0.76
C -8.02 -1.71 0.11 0.02
C -3.75 -0.46 -3.52 -0.27
C 7.00 2.76 5.29 -0.08
H -4.45 -3.91 -1.65 0.13
H 0.50 -2.62 -1.96 0.11
H 0.41 -0.74 0.30 0.06
S 3.39 -1.46 -2.53 1.00
C -1.11 -1.82 3.05 0.03
H -1.15 0.22 1.44 0.08
H 5.18 0.09 1.57 0.11
C 7.08 0.49 0.66 -0.06
C 1.83 -0.97 -1.68 -0.49
C 6.44 1.28 2.84 -0.09
F -5.03 -0.63 -3.98 0.05
H 9.04 1.05 0.00 0.11
C 4.76 2.36 6.10 -0.01
H -9.05 -1.61 0.44 0.09
C -2.76 -1.34 -4.33 -0.15
H -2.37 -2.17 -3.73 0.10


(3)
99
Properties=species:S:1:pos:R:3:lowdin_charge:R:1 method="wB97M-V/def2-TZVPD" spin_multiplicity=1 charge=-2 e_lumo_ev=3.735 de_lowest_kcal_mol=20.38 homo_energy_ev=-1.712 gap_ev=5.45
N 5.56 1.28 1.18 0.15
H -1.35 -5.61 2.00 0.00
C 6.17 -0.37 -0.95 -0.03
F -0.77 -5.76 -3.01 0.13
H -2.20 -4.25 2.06 0.00
P -2.44 0.20 -2.35 0.27
N 3.96 2.30 2.60 0.17
H 7.07 2.76 2.38 0.08
F 1.23 -6.25 -3.69 0.12
C -3.86 1.87 1.43 -0.11
Cs -0.12 -2.15 -0.99 1.06
C -5.29 3.69 0.76 -0.12
H -3.28 -1.68 -0.40 0.08
H 1.06 0.89 2.23 -0.02
S -2.26 -1.45 -3.54 0.06
C -3.14 3.68 -5.35 -0.12
C -2.93 2.23 0.47 -0.34
C 1.07 2.46 -0.34 -0.10
S -1.11 0.12 1.86 0.18
C 6.48 -1.23 -1.99 -0.08
H 0.64 5.31 2.22 0.09
C 2.12 3.35 -0.11 -0.11
H -4.68 2.45 -6.21 0.09
S 1.16 -5.05 -1.34 0.37
C -5.19 0.78 -1.71 -0.09
C 4.58 0.46 0.78 -0.29
C -3.20 3.32 -0.35 -0.10
C -4.07 -0.03 -1.52 -0.33
H 2.79 5.06 1.00 0.09
C 1.91 -1.74 4.26 -0.30
H 3.61 -3.01 -1.89 0.08
O 1.56 -3.90 -2.12 -0.53
O 2.24 -5.82 -0.78 -0.30
H -5.76 2.29 2.32 0.09
C 4.95 -0.51 -0.31 -0.21
C -0.12 2.58 0.36 -0.35
H -0.11 -1.64 3.96 0.01
H 2.91 -3.61 4.64 0.10
F 0.29 -7.42 -2.13 0.11
C -3.73 1.49 -4.55 -0.12
H -4.56 4.90 -0.86 0.09
H -1.54 4.65 -4.30 0.09
H 3.98 -2.25 4.33 0.10
H -5.14 1.62 -2.39 0.09
C -5.33 -1.33 0.08 -0.09
H 0.61 -2.91 3.25 0.03
C 0.77 4.51 1.50 -0.11
H -1.23 2.76 -2.70 0.08
C 5.17 2.17 2.09 -0.48
H 5.91 3.52 3.40 0.08
C -1.21 0.54 -1.30 -0.76
N 1.82 1.47 2.61 0.18
C 3.05 -2.72 4.01 -0.21
H 2.00 -1.34 5.28 0.10
N -2.23 -5.20 1.72 0.01
H -3.64 1.03 2.08 0.05
O 0.05 -4.79 -0.45 -0.52
H -6.22 4.24 0.87 0.09
H -7.23 1.17 -1.19 0.09
C 3.06 1.42 2.12 -0.45
C -5.04 2.59 1.58 -0.10
H 2.14 -4.16 1.12 0.03
N 2.09 -3.99 2.12 0.02
H 2.05 -0.88 3.58 0.08
C -2.17 3.76 -4.37 -0.10
H -1.19 3.71 1.84 0.11
C -4.37 4.05 -0.21 -0.10
H 1.57 2.26 3.17 0.11
H -5.37 -2.14 0.80 0.10
H 2.15 -4.91 2.55 0.08
H 5.74 -2.90 -3.15 0.10
H -2.15 -5.13 0.71 -0.01
H 3.05 3.23 -0.65 0.10
C 4.36 -2.27 -1.64 -0.11
C 0.44 -6.18 -2.61 -0.66
H -7.38 -0.73 0.40 0.09
H -3.29 4.49 -6.05 0.08
N 6.12 3.06 2.53 0.12
H -4.31 0.57 -4.64 0.09
N 0.60 -2.36 4.10 0.00
C -1.99 2.72 -3.47 -0.10
C 5.56 -2.20 -2.35 -0.06
C -0.26 3.61 1.28 -0.11
H 1.17 1.66 -1.06 0.10
C 3.19 -3.13 2.55 -0.28
H 3.16 -2.23 1.93 0.09
H 7.42 -1.14 -2.52 0.10
C -3.93 2.53 -5.44 -0.11
C -2.77 1.58 -3.54 -0.33
C -6.45 -0.53 -0.14 -0.12
N 4.05 -1.45 -0.64 0.14
N 3.34 0.46 1.21 0.20
C -4.16 -1.07 -0.60 -0.11
P -1.39 1.25 0.17 0.35
H 4.18 -3.59 2.39 0.10
C -6.37 0.52 -1.03 -0.11
H -2.48 3.61 -1.12 0.09
H 6.85 0.41 -0.63 0.09
C 1.97 4.38 0.81 -0.12


(4)
88
Properties=species:S:1:pos:R:3:lowdin_charge:R:1 method="wB97M-V/def2-TZVPD" s2=6.004 spin_multiplicity=5 charge=+1 e_lumo_ev="-2.411 / -2.409" homo_energy_ev="-9.039 / -9.044" gap_ev="6.63 / 6.64"
H -0.23 -0.16 -3.23 0.06
C 4.19 4.55 0.47 -0.07
C 3.02 4.11 1.08 -0.08
H -3.96 -5.66 0.29 0.11
H -6.16 -0.43 -1.52 0.14
C -0.24 1.93 5.13 -0.14
H 3.07 0.55 -2.74 0.08
H 4.34 -0.22 1.47 0.07
H -5.55 -3.24 1.11 0.09
N -1.92 -1.88 0.93 0.04
C 0.57 1.95 6.28 -0.09
C 3.09 1.97 0.01 -0.35
H 6.34 -1.84 1.50 0.12
H -5.02 -4.43 -0.51 0.09
C 0.07 1.20 4.00 -0.67
C -0.02 -3.84 0.01 -0.46
C -4.00 -4.63 -0.17 -0.06
C -2.32 -3.04 0.58 -0.44
N 0.67 -4.96 -0.23 0.18
H -5.84 -2.46 -2.70 0.13
C 1.79 1.28 6.25 -0.09
C 4.25 2.43 -0.66 -0.07
H -2.78 -1.35 1.15 0.06
C -5.10 -0.64 -1.90 -0.13
H -3.09 2.64 -3.04 0.09
H -1.34 5.21 0.71 0.11
C -2.67 -1.18 -2.88 -0.09
C 4.50 -0.91 0.67 -0.13
H 1.52 2.62 1.51 0.09
H 2.43 1.20 7.13 0.10
H 1.13 2.44 -2.21 0.10
C 3.66 -0.90 -0.40 -0.37
H 2.51 4.75 1.80 0.11
C -4.11 0.21 -1.59 -0.12
H -1.21 2.47 5.09 0.11
H 6.58 -3.43 -0.35 0.12
H 4.68 1.78 -1.37 0.09
H -3.56 -2.94 -3.73 0.10
C -3.69 -2.08 -3.11 -0.09
H 5.06 -3.40 -2.28 0.10
S 1.86 -0.64 2.76 0.52
H 0.14 -5.82 -0.37 0.13
C 2.10 0.46 -2.28 -0.35
C 1.11 1.52 -2.77 -0.25
H -4.31 1.11 -1.03 0.12
H -0.80 2.83 0.44 -0.01
H -4.46 -2.19 2.11 0.13
C -2.81 3.20 -2.20 -0.10
P -1.38 0.87 -1.38 1.03
H 4.61 5.53 0.64 0.11
H -3.87 4.85 -2.81 0.12
H -2.90 6.27 -0.85 0.09
C 5.68 -2.75 -0.33 -0.10
C -1.42 3.34 -0.25 -0.11
C -2.60 5.30 -1.02 -0.06
C -1.93 2.60 -1.30 -0.39
N -3.53 -3.56 0.68 -0.12
H 5.73 3.94 -0.89 0.10
C 1.26 0.39 4.04 -0.70
C 4.82 3.70 -0.41 -0.06
H 3.08 -1.85 -2.26 0.07
C -2.84 -0.06 -2.06 -0.36
H -0.91 1.41 -3.67 0.09
C -3.18 4.53 -2.03 -0.06
C -1.71 4.71 -0.15 -0.05
H -1.68 -4.95 0.21 0.14
H -4.81 -1.94 0.34 0.08
C -4.61 -2.69 1.11 -0.02
C 4.81 -2.79 -1.42 -0.08
N 0.64 -2.70 0.20 0.00
H 1.64 -2.86 0.17 0.05
C 2.14 0.53 5.11 -0.15
C -4.93 -1.80 -2.60 -0.11
H 1.65 -4.92 -0.48 0.13
C 5.57 -1.84 0.71 -0.05
H 1.75 -0.56 -2.44 0.05
S -0.97 1.25 2.54 0.46
C -0.30 0.91 -2.92 -0.32
H -3.47 -4.74 -1.14 0.10
H 0.26 2.56 7.12 0.10
H -1.64 -1.44 -3.24 0.10
N -1.37 -3.99 0.21 0.17
H 1.36 1.79 -3.74 0.09
C 3.77 -1.84 -1.46 -0.10
Ho 0.02 -0.57 0.98 0.77
H 3.08 -0.05 5.16 0.10
P 2.30 0.39 -0.45 0.94
C 2.43 2.87 0.90 -0.08


(5)
88
Properties=species:S:1:pos:R:3:lowdin_charge:R:1 method="wB97M-V/def2-TZVPD" spin_multiplicity=1 charge=+2 e_lumo_ev="-8.118 / -8.122" homo_energy_ev="-10.795 / -10.796" gap_ev="2.68 / 2.67"
C -0.10 -4.22 0.19 -0.16
C 1.73 -2.70 -3.01 -0.25
C 1.94 -2.29 -1.68 0.03
H -0.47 -3.61 -0.62 0.09
C 2.77 0.13 2.03 -0.17
H -5.04 0.43 -3.11 0.13
C -2.23 2.10 1.95 -0.30
H -4.51 -0.40 -1.66 0.14
N -2.60 -0.41 -3.61 0.09
C -1.26 3.64 3.57 0.05
C -3.88 3.02 0.38 0.02
H 0.43 -1.46 3.98 0.08
H -4.41 3.89 -0.01 0.15
C -0.41 -1.49 -2.94 -0.10
C 2.73 -3.56 -3.72 -0.03
C 2.93 0.68 -0.34 -0.24
C 1.06 -1.49 -0.99 -0.17
H -0.30 -4.59 3.57 0.09
C 4.18 0.07 -0.94 0.08
H 3.23 1.59 0.21 0.18
C 2.27 1.03 -2.76 -0.07
H -3.54 1.11 0.18 0.13
H 4.91 -0.29 -0.23 0.14
H 3.39 -4.04 -3.01 0.09
H 5.29 -0.54 -2.62 0.13
H 2.32 -1.87 2.71 0.11
H 1.41 -2.03 1.03 0.09
H 0.97 -5.53 -1.12 0.10
H -5.92 1.50 -1.09 0.14
C 0.80 -5.87 2.25 -0.08
C 0.57 -2.29 -3.61 0.04
C -1.95 6.05 3.79 -0.04
C -4.89 1.70 -1.41 -0.14
H -0.58 3.81 4.39 0.13
H 0.04 1.63 4.51 0.14
H -0.91 6.33 3.97 0.09
H 1.82 3.90 -1.71 0.07
O -2.36 0.93 1.43 -0.20
C 2.00 1.14 -1.43 -0.27
N 0.05 0.31 2.97 -0.15
H 1.79 -6.98 0.71 0.11
H 1.80 3.75 0.07 0.07
C -2.05 4.71 3.13 -0.26
H 3.06 -0.85 3.90 0.12
H 3.35 -2.97 -4.39 0.08
O -1.07 -0.53 -0.86 -0.26
H 1.14 -6.51 3.05 0.11
H 0.37 4.39 -0.79 0.07
C 1.21 3.70 -0.84 -0.17
C -1.29 2.38 3.00 -0.12
C 1.25 -1.11 0.46 -0.32
C -1.55 -1.21 -3.72 0.04
H -2.76 1.61 -3.18 0.14
N 2.34 -0.19 0.69 -0.13
H 2.24 -4.33 -4.31 0.09
C -4.39 0.52 -2.24 -0.14
H -3.54 5.27 1.71 0.13
H 1.56 1.40 -3.49 0.13
C -2.91 4.47 2.09 0.03
H -2.46 6.06 4.76 0.09
C -2.93 0.66 -2.68 -0.15
C -0.44 -3.95 1.51 -0.64
N -4.06 1.89 -0.24 0.07
H 3.87 0.17 2.04 0.12
Ir -0.53 -0.24 1.09 0.96
H 0.37 -2.59 -4.63 0.13
C -0.37 1.39 3.52 -0.06
H 1.13 -0.03 4.72 0.12
H -3.27 -0.51 -4.36 0.16
H -2.26 0.58 -1.83 0.08
C -0.01 -4.78 2.54 -0.16
S 0.54 2.03 -0.98 1.04
C 1.16 -6.13 0.94 -0.08
H -2.40 6.83 3.17 0.08
C 3.45 0.42 -3.21 0.04
C 0.96 -0.53 3.77 -0.19
H -1.59 -1.78 -4.64 0.15
C -0.17 -1.13 -1.59 -0.32
Te -1.66 -2.33 2.01 1.04
C 0.71 -5.31 -0.09 -0.09
C 4.39 -0.06 -2.27 -0.03
C 2.31 -0.85 3.11 -0.13
C -3.02 3.19 1.49 -0.12
H -4.89 2.62 -2.00 0.13
O 0.25 1.71 0.49 -0.56
H 2.42 1.14 2.29 0.12
H 2.84 -2.62 -1.17 0.14
H 3.64 0.33 -4.27 0.13


DFT total energy values (in a.u.) by entry order: -1584.3674 -8018.8289 -4350.3228 -4135.3922 -2649.2192.